{
  "formula": "C22H44N3OP3PbSe",
  "method": "wB97M-V/def2-TZVPD",
  "gap_ha": [0.1014, 0.1066],
  "relative_energy_kj_mol": 225.7,
  "total_charge": 4,
  "fmax_ev_per_a": 2.722,
  "energy_ha": -4720.8744,
  "species": ["Pb", "P", "P", "P", "H", "C", "C", "H", "C", "C", "C", "C", "C", "C", "C", "C", "C", "H", "H", "H", "H", "H", "H", "H", "H", "H", "H", "H", "H", "H", "H", "H", "H", "H", "H", "H", "H", "H", "H", "H", "H", "H", "H", "H", "H", "H", "C", "C", "C", "C", "C", "C", "Se", "H", "H", "H", "H", "H", "H", "C", "N", "C", "C", "C", "N", "C", "O", "N", "H", "H", "H", "H", "H", "H", "H"],
  "coordinates": [[0.05978, 0.00632, 0.33826], [-0.94816, -2.64939, 1.38856], [2.19036, -0.88886, 2.49579], [1.93580, -2.04922, -0.89212], [-2.54213, 4.10519, -6.18224], [-2.57285, 3.15633, -6.73856], [-3.56916, 2.26786, -6.61761], [-4.51087, 2.51819, -6.12335], [-2.43055, -2.25352, 2.36852], [-0.28505, -4.03754, 2.37519], [-1.73353, -3.55603, -0.01018], [3.52464, 0.36682, 2.59414], [1.53650, -0.70482, 4.19793], [3.21492, -2.39343, 2.76590], [1.23017, -1.99148, -2.59237], [2.21098, -3.83090, -0.66226], [3.63121, -1.46782, -1.21736], [-1.77332, 3.00051, -7.48783], [-3.51523, 1.33410, -7.18267], [-2.97146, -1.40357, 1.93281], [-2.11760, -1.98882, 3.38417], [-3.08202, -3.13351, 2.40939], [0.04014, -3.66669, 3.35772], [0.57965, -4.49591, 1.87036], [-1.06823, -4.79449, 2.51605], [-2.35773, -2.87037, -0.60575], [-2.36268, -4.35173, 0.41774], [-0.96624, -3.99963, -0.66804], [4.15522, 0.16164, 3.47468], [3.05571, 1.35470, 2.68852], [4.12958, 0.33203, 1.68375], [2.35243, -0.85389, 4.91999], [0.75137, -1.45278, 4.36755], [1.11315, 0.30118, 4.30706], [3.82468, -2.21542, 3.66080], [3.86865, -2.57453, 1.89763], [2.56718, -3.27117, 2.92213], [1.81564, -2.66986, -3.23355], [1.29984, -0.95981, -2.96826], [0.18037, -2.31832, -2.59402], [2.83859, -4.16492, -1.49706], [1.25265, -4.37367, -0.66405], [2.72800, -4.00783, 0.29237], [4.09163, -2.16058, -1.93582], [4.21048, -1.45007, -0.28314], [3.59300, -0.45079, -1.63691], [1.03336, 2.20578, -2.54876], [-0.35063, 1.95407, -2.72342], [-0.95887, 2.22034, -3.94351], [-0.22843, 2.89948, -4.91578], [1.09428, 3.30182, -4.71399], [1.72587, 2.96091, -3.52868], [2.03585, 1.60179, -1.09676], [-0.51649, -0.59728, -1.47391], [-0.94111, 1.50122, -1.91478], [-1.99408, 1.91996, -4.11897], [-0.68298, 3.16924, -5.85825], [1.61009, 3.88061, -5.49767], [2.74964, 3.26371, -3.34782], [-0.72907, 3.91468, 4.26971], [-1.50576, 3.11628, 3.33150], [-2.85518, 3.22551, 3.24774], [-3.55922, 2.42152, 2.38769], [-2.83877, 1.50968, 1.59977], [-1.49570, 1.46349, 1.62279], [-0.80181, 2.21839, 2.51845], [0.43678, 2.13159, 2.62840], [-3.45997, 0.58611, 0.81716], [-0.26832, 3.25960, 5.02254], [-1.40970, 4.62367, 4.75726], [0.05894, 4.45499, 3.72966], [-3.30914, 3.97847, 3.88465], [-4.62649, 2.53325, 2.29278], [-4.45471, 0.66323, 0.67563], [-2.93389, 0.16438, 0.06270]],
  "forces_ev_per_angstrom": [[0.362, -2.501, 1.012], [-1.733, -0.502, -0.300], [1.384, 1.402, 1.861], [0.073, 0.176, -1.137], [-0.286, -0.274, -0.401], [-0.226, -0.157, -0.289], [0.265, 0.424, -0.580], [0.433, -0.244, 0.222], [0.116, 0.476, 0.143], [1.183, 0.325, 0.077], [0.510, 0.375, -0.354], [-0.469, 0.328, -0.697], [-1.105, 0.077, -0.433], [-0.645, -0.857, -1.338], [0.176, -0.201, 0.182], [-0.343, -0.080, 0.561], [0.056, -0.028, 0.144], [-0.397, -0.026, 0.512], [-0.206, 0.289, 0.156], [0.058, -0.358, 0.205], [-0.171, -0.011, -0.073], [0.094, 0.152, 0.028], [-0.112, -0.215, -0.202], [-0.317, 0.034, 0.210], [0.055, 0.287, -0.125], [0.134, -0.307, 0.164], [0.185, 0.242, -0.192], [-0.428, 0.096, 0.227], [-0.264, 0.005, -0.325], [0.226, -0.142, 0.027], [0.127, 0.100, 0.180], [-0.141, -0.005, -0.331], [0.155, 0.192, 0.208], [0.094, -0.253, 0.057], [-0.216, 0.142, -0.191], [-0.134, -0.030, 0.416], [0.381, 0.229, 0.004], [-0.257, 0.299, -0.001], [-0.038, -0.305, -0.056], [0.241, 0.037, -0.075], [-0.115, -0.089, 0.178], [0.440, 0.075, -0.038], [-0.120, -0.102, -0.355], [0.113, 0.311, 0.195], [0.016, 0.037, -0.363], [0.239, -0.356, 0.030], [1.057, -0.485, 2.176], [-1.914, -0.594, -0.775], [-0.170, -0.870, 2.127], [0.538, 0.512, -0.721], [1.324, 0.094, 0.597], [0.565, 0.896, -1.798], [-1.280, 0.921, -1.334], [0.097, 0.772, 1.667], [0.343, 0.327, -0.583], [0.254, 0.303, -0.071], [-0.211, -0.069, 0.087], [-0.210, -0.356, 0.560], [0.058, -0.030, -0.029], [0.433, 0.460, 0.554], [-0.331, -0.649, -0.697], [0.494, -0.492, -0.493], [0.146, 0.397, 0.270], [-0.537, -0.618, -0.423], [0.081, -0.310, -0.304], [1.552, 0.709, 0.840], [-1.264, -0.332, -0.671], [0.309, 0.698, -0.009], [-0.157, 0.270, -0.237], [0.303, -0.217, -0.124], [-0.269, -0.148, 0.215], [-0.063, -0.150, -0.084], [-0.112, -0.134, 0.030], [-0.122, -0.016, -0.051], [-0.304, 0.045, 0.140]],
  "mulliken_charge": [0.5883, 0.8351, 0.6296, 0.7093, 0.4556, -0.6522, -0.4499, 0.3019, -1.0927, -1.3708, -1.1874, -1.2417, -1.0249, -1.3005, -1.2420, -1.3043, -1.0700, 0.2762, 0.2661, 0.2506, 0.3501, 0.5101, 0.4010, 0.3235, 0.5284, 0.3267, 0.5121, 0.2646, 0.5112, 0.3018, 0.3360, 0.5171, 0.3525, 0.2080, 0.5580, 0.3774, 0.3326, 0.5439, 0.2770, 0.3267, 0.5678, 0.3516, 0.3055, 0.4962, 0.2725, 0.2599, 0.6500, 0.2248, -0.6548, 0.3468, -1.0143, -0.4581, 0.2373, 0.0946, 0.2073, 0.4184, 0.0997, 0.4499, 0.4785, -0.8106, 0.1146, 0.0254, -1.1214, 0.8061, 0.0431, 0.1278, -0.5928, -0.2808, 0.3084, 0.3144, 0.3126, 0.4153, 0.4613, 0.2473, 0.0605]
}

{
  "formula": "C22H44N3OP3STb",
  "method": "wB97M-V/def2-TZVPD",
  "gap_ha": [0.1849, 0.2340],
  "relative_energy_kj_mol": 189.4,
  "total_charge": 3,
  "fmax_ev_per_a": 2.680,
  "energy_ha": -3349.9102,
  "spin_multiplicity": 7,
  "species": ["Tb", "P", "P", "P", "H", "C", "C", "H", "C", "C", "C", "C", "C", "C", "C", "C", "C", "H", "H", "H", "H", "H", "H", "H", "H", "H", "H", "H", "H", "H", "H", "H", "H", "H", "H", "H", "H", "H", "H", "H", "H", "H", "H", "H", "H", "H", "C", "C", "C", "C", "C", "C", "S", "H", "H", "H", "H", "H", "H", "C", "N", "C", "C", "C", "N", "C", "O", "N", "H", "H", "H", "H", "H", "H", "H"],
  "coordinates": [[0.04362, 0.05482, 0.53971], [2.05756, 1.83366, 1.63951], [-1.67093, 2.05657, 0.86608], [0.94018, 1.61223, -1.57805], [-0.50963, -4.12491, 0.56194], [-0.10630, -3.98420, -0.45819], [1.05425, -3.35083, -0.78191], [1.80442, -2.95092, -0.01971], [2.40497, 1.39789, 3.38317], [2.19827, 3.63257, 1.89499], [3.71589, 1.39459, 0.99730], [-3.29439, 1.78811, 0.04857], [-2.24003, 2.12070, 2.60529], [-1.37058, 3.81129, 0.51751], [2.24052, 0.84212, -2.61746], [1.61734, 3.33617, -1.67533], [-0.41786, 1.87694, -2.80179], [-0.81522, -4.36084, -1.21460], [1.37433, -3.21901, -1.83840], [2.51323, 0.31563, 3.52170], [1.60004, 1.75840, 4.03175], [3.33782, 1.89852, 3.66918], [1.42876, 3.97018, 2.59515], [2.10580, 4.22560, 0.98543], [3.18159, 3.80083, 2.34988], [3.83692, 0.30625, 0.95645], [4.44827, 1.79455, 1.71013], [3.92287, 1.79032, 0.00020], [-3.74306, 2.78024, -0.10560], [-3.94582, 1.16653, 0.68146], [-3.15133, 1.29116, -0.92293], [-2.67456, 3.11441, 2.77995], [-1.41207, 1.95805, 3.30403], [-2.98965, 1.33924, 2.77542], [-2.21634, 4.33919, 0.98184], [-1.35885, 3.97102, -0.56919], [-0.41349, 4.12167, 0.95981], [2.14490, 1.21955, -3.64591], [2.13892, -0.24840, -2.62516], [3.23084, 1.08638, -2.21405], [1.68370, 3.54732, -2.75874], [2.61909, 3.41996, -1.22559], [0.94408, 4.06615, -1.19953], [0.06128, 1.87639, -3.79008], [-0.87477, 2.85023, -2.59826], [-1.20377, 1.10952, -2.79986], [-0.49339, -2.39197, -4.35034], [-1.50728, -2.15113, -5.31241], [-1.71352, -3.03416, -6.38405], [-0.87627, -4.13705, -6.58738], [0.23137, -4.26445, -5.75362], [0.43585, -3.38664, -4.68718], [-0.20261, -1.31546, -2.96592], [-0.71834, -1.57924, -1.63162], [-2.14387, -1.27313, -5.20425], [-2.52994, -2.91693, -7.09934], [-1.06073, -4.87235, -7.37822], [0.96778, -5.05408, -5.88632], [1.32507, -3.44322, -4.08174], [1.27532, -2.21111, 4.73372], [-0.00570, -1.82871, 4.12407], [-1.12879, -2.01680, 4.90830], [-2.34415, -1.69987, 4.37138], [-2.41610, -1.27676, 3.02887], [-1.27657, -1.03376, 2.31405], [-0.08292, -1.31997, 2.88544], [0.97180, -1.11280, 2.13323], [-3.56446, -0.92988, 2.34086], [2.10466, -2.22149, 4.01648], [1.17124, -3.20574, 5.18065], [1.55649, -1.49513, 5.52238], [-0.91096, -2.43505, 5.89477], [-3.26590, -1.91127, 4.91220], [-4.46635, -1.17589, 2.72703], [-3.57255, -0.94177, 1.31293]],
  "forces_ev_per_angstrom": [[1.251, -1.458, -0.860], [0.875, 0.127, 1.041], [-1.933, 1.277, 0.666], [0.517, 1.223, -2.084], [0.745, 0.112, -0.424], [0.362, 0.844, -0.068], [-0.087, -0.195, 0.721], [-1.163, -0.749, -0.836], [-0.300, -0.381, 0.296], [-0.267, 0.292, -0.293], [0.009, -0.175, -0.376], [0.143, -0.228, -0.402], [0.254, -0.004, 0.299], [0.289, -0.046, -0.115], [0.304, -0.617, 0.256], [-0.108, 0.070, 0.418], [-0.420, -0.099, 0.168], [0.696, 0.188, 0.135], [-0.361, -0.292, 1.020], [0.048, 0.298, -0.076], [0.103, -0.031, -0.005], [-0.231, -0.137, 0.043], [0.090, -0.066, -0.013], [0.105, -0.057, 0.021], [-0.200, 0.089, -0.133], [-0.017, 0.122, 0.049], [-0.100, -0.065, -0.259], [-0.042, 0.030, 0.132], [-0.095, -0.418, -0.011], [0.197, 0.364, -0.280], [-0.258, 0.267, 0.168], [0.029, -0.345, 0.121], [-0.115, 0.189, 0.002], [0.186, 0.362, -0.034], [0.384, 0.115, -0.278], [-0.002, 0.124, 0.345], [-0.372, 0.103, -0.157], [0.105, -0.079, 0.341], [0.128, 0.326, -0.138], [-0.191, 0.056, -0.147], [0.023, 0.003, 0.531], [-0.370, -0.061, -0.205], [0.278, -0.222, -0.240], [-0.321, 0.120, 0.194], [0.091, -0.045, -0.154], [0.365, 0.294, -0.001], [-0.657, -0.984, -1.352], [-0.428, -0.061, 0.484], [0.165, -0.099, -0.049], [0.202, 0.241, 0.529], [0.357, 0.103, 0.310], [-0.276, -0.006, 0.582], [0.113, 1.314, 0.548], [-0.142, -0.890, -1.991], [-0.042, -0.333, 0.039], [0.157, 0.391, 0.418], [0.037, 0.449, 0.295], [-0.190, 0.145, -0.165], [0.181, -0.420, 0.094], [1.114, 0.022, 0.458], [0.285, -0.182, 0.819], [0.032, 0.514, -1.425], [-0.619, -0.794, 0.694], [-0.307, 1.468, -2.221], [-0.302, -0.471, 1.043], [0.632, -0.207, -1.267], [-1.127, -0.599, 1.752], [0.762, -1.118, 0.714], [-0.571, -0.072, -0.030], [0.028, 0.224, -0.188], [-0.301, -0.207, -0.245], [-0.454, 0.207, -0.302], [0.294, 0.175, 0.003], [0.059, -0.018, 0.222], [0.369, -0.014, 0.848]],
  "mulliken_charge": [0.2293, 1.2561, 0.9183, 1.0999, 0.2677, -0.4987, -0.3974, 0.3064, -1.4368, -1.5184, -1.2981, -1.3203, -1.1029, -1.3672, -1.1258, -1.4343, -1.2816, 0.3030, 0.1478, 0.2860, 0.3830, 0.5653, 0.4621, 0.3342, 0.4877, 0.3390, 0.5142, 0.3246, 0.4711, 0.3701, 0.2889, 0.5179, 0.2448, 0.3937, 0.5993, 0.3736, 0.2139, 0.4760, 0.3419, 0.3674, 0.4903, 0.4115, 0.3128, 0.5085, 0.4554, 0.2424, 0.2868, -0.3693, -0.5870, -0.3977, -0.6630, -0.3166, -0.1497, 0.0832, 0.3694, 0.3756, 0.4157, 0.3820, 0.3188, -1.0961, 0.1563, -0.1548, -1.1573, 0.5159, 0.2453, 0.4637, -0.6072, -0.2896, 0.3123, 0.4420, 0.3978, 0.5576, 0.4809, 0.2524, 0.2103]
}